Record 1
DFT (wB97M-V/def2-TZVPD) results for C53H48BrN7OP2PdSe as an isolated structure in a non-equilibrium geometry.

Each line ends with the Mulliken charge.
Geometry (Å):
N1 -0.34917 -1.66612 -1.51277  -0.0978
C1 5.45420 -0.30616 0.83722  0.3101
C2 -1.86747 -0.89642 3.31562  -0.0526
C3 -1.42756 -1.62164 -0.75008  0.3281
C4 -2.25763 1.83443 -2.38455  -0.7120
C5 4.28915 1.18583 -1.78428  0.0992
H1 -4.18422 1.84758 0.79513  0.5436
C6 -7.02960 -3.60535 1.56099  0.6734
H2 7.06091 -3.39253 -3.17027  0.3348
H3 1.02454 -0.00814 2.18227  -0.1275
C7 2.44525 4.19537 1.30892  -0.6160
H4 6.79574 -0.11328 2.52687  0.3718
H5 5.89969 -3.77722 -5.23028  0.3943
C8 -4.36094 1.57274 -1.34086  -0.7455
H6 -4.19803 0.23506 4.62368  0.3157
H7 0.78490 -1.68423 2.25753  -0.0156
C9 4.08435 -2.16738 2.35596  -0.3273
C10 -1.50522 -3.98398 -0.68891  0.3070
C11 -3.60330 1.47228 -2.48286  -0.9941
P1 0.31690 1.98486 -1.42621  1.9611
H8 -7.99334 -2.30028 4.38134  0.4006
C12 -2.51975 -1.52260 5.67251  -0.8440
H9 -2.48585 -0.56120 6.12153  0.3409
H10 -2.70260 -2.69338 0.64742  0.4566
H11 -5.44178 1.32807 -1.31063  0.3621
C13 -7.73839 -2.70250 0.57014  0.8019
H12 5.49719 0.51118 -3.35317  0.3260
N2 -1.57753 -1.47074 4.59758  0.1654
C14 0.65915 3.76946 -5.71626  -0.6004
H13 5.75986 2.73555 -4.39677  0.4656
C15 -3.85838 -1.81023 5.01165  -0.8543
C16 -7.82181 -2.45201 3.31436  -0.3048
H14 -4.59019 -2.19957 5.72766  0.4232
C17 0.98617 2.08398 -4.04943  0.3229
C18 6.06675 -2.94959 -3.34103  -0.5717
C19 -0.14582 -1.66488 5.00325  -0.8165
N3 -3.21609 -0.74375 2.95419  0.1757
C20 -8.44642 -1.58037 1.11929  -0.4165
H15 -0.12149 -1.45632 6.06833  0.5075
H16 -4.05725 1.17555 -3.41459  0.4847
C21 3.74303 3.60995 -1.91027  -0.8537
O1 3.13808 2.34564 0.01301  -0.2697
H17 2.72264 -1.38651 -3.65165  0.4945
C22 -2.31450 1.92469 -0.07989  -0.0898
C23 4.17911 -2.58263 -4.65160  -0.7369
Pd1 1.28306 -0.08160 -1.47277  -0.2081
C24 5.55948 -2.24279 -2.24283  -0.3700
C25 4.33732 -1.59574 -2.43910  0.1625
H18 1.76098 -0.96887 4.27094  0.3792
H19 3.49864 -2.87348 2.95302  0.4337
Br1 -2.19804 -5.57749 -0.03079  -0.1672
H20 -0.48555 4.73523 -2.69205  0.3077
C26 -4.23047 -0.73207 4.04658  -0.4295
C27 1.21753 2.57072 -5.33056  -0.4807
H21 -0.18833 5.57723 -5.09999  0.3941
C28 3.66506 -1.80387 -3.60942  -0.5147
H22 1.04589 -2.85044 -2.44264  0.3954
C29 -0.48844 -4.05192 -1.62788  -0.9372
H23 -8.84128 -0.50053 3.03557  0.3385
H24 -1.65614 1.87307 -3.27943  0.4638
N4 -7.13697 -3.48263 2.88320  -0.5364
H25 -3.73071 -2.78383 4.54502  0.3370
H26 -2.28765 -2.39896 6.24063  0.4980
C30 0.06298 4.56451 -4.76274  -0.4998
H27 -1.02385 4.29312 -0.38165  0.3420
N5 -0.99952 -0.59500 2.43626  -0.0667
C31 0.37378 2.82456 -3.10482  -0.4230
H28 1.43518 1.12930 -3.76512  0.1202
C32 -1.59004 1.96909 -1.21902  0.3147
H29 -1.76409 -0.65266 -0.34631  0.0916
H30 -5.26870 -0.85171 3.69234  0.2511
H31 -0.23947 -5.04923 -1.95226  0.4779
C33 0.28456 5.18232 1.14650  -1.1299
H32 1.97862 2.02834 -5.94497  0.3466
C34 5.43118 -3.12034 -4.51842  -0.6300
C35 -3.66189 1.83008 -0.12882  -0.7178
C36 -8.40689 -1.39513 2.47710  -0.2447
C37 -0.10979 4.10450 -3.47857  -0.3049
N6 -6.41713 -4.58948 0.87268  -0.6984
C38 4.44014 3.75000 -3.11143  -0.7060
H33 -9.01888 -0.99407 0.40383  0.4394
C39 5.27169 -1.63401 2.86024  -0.5231
H34 -1.87100 2.00627 0.93596  0.4833
H35 2.60382 -2.13609 0.89239  0.1132
Se1 -6.79500 -4.50621 -0.86652  0.3457
P2 3.49285 -0.40718 -1.26231  2.0380
C40 0.40876 -0.76725 2.72242  -0.0874
H36 -3.33589 -0.00280 2.28009  0.0197
C41 0.71280 -0.63933 4.19649  -0.8808
H37 3.24999 4.42482 -1.44120  0.6117
H38 1.66760 5.45010 2.78432  0.4877
H39 3.51060 -2.84830 -5.48548  0.3580
H40 6.04878 0.46932 0.22760  0.1848
C42 -2.01120 -2.75072 -0.22661  -0.6833
C43 5.03554 1.44048 -2.92732  -0.0215
H41 0.66901 0.32208 4.61942  0.4389
H42 3.41482 4.07057 1.72307  0.5707
H43 5.65280 -2.04687 3.80343  0.3708
H44 0.09244 -2.66938 4.67303  0.2654
C44 -0.06093 4.26332 0.17191  0.0851
C45 3.74658 2.38064 -1.23440  -0.0723
C46 3.58084 -1.71571 1.17481  -0.4343
C47 5.16217 2.67628 -3.52566  -0.9279
C48 0.10088 -2.85245 -1.93555  -0.3992
N7 -7.69078 -2.99844 -0.71169  -0.8047
H45 -0.52550 5.84725 1.56472  0.2902
C49 1.45102 4.99288 1.86168  -0.6615
H46 6.13295 -2.18510 -1.34179  0.4483
H47 4.56403 4.75419 -3.56989  0.3593
C50 5.90377 -0.62517 2.11997  -0.7186
C51 4.28258 -0.78900 0.32304  -0.1752
C52 0.85650 3.32149 -0.23813  1.2126
C53 2.17834 3.28985 0.29170  -0.9011
H48 0.77530 4.11106 -6.80188  0.2589

Properties
E_tot: -8292.8870 hartree
Molar mass: 1126.2 g/mol
Relative energy (zero: lowest compared OMol25 entry of this formula, charge and spin): 248.1 kJ/mol
Gap between HOMO and LUMO: 5.4 eV
HOMO level: -0.2406 hartree

***

Record 2
DFT (wB97M-V/def2-TZVPD) results for C53H49AsBrClCsN3O2S4 as an isolated structure.

Each line ends with the Mulliken charge.
Geometry (Å):
Cs1 0.30633 -0.04615 -1.20051  1.3175
H1 -4.47862 -1.37934 -4.19624  0.4695
H2 3.89678 -1.94494 3.53959  0.4374
S1 1.12478 3.89577 0.56502  0.2154
H3 1.21346 -4.86504 -4.80224  0.3009
Cl1 -6.89147 -2.65182 4.64993  -0.3381
H4 0.32456 4.76826 -4.99668  0.4636
C1 0.42945 4.10974 2.22697  -1.3206
H5 3.56989 -5.37603 -0.00209  0.4427
N1 0.40175 -1.74710 -3.84725  0.2125
C2 1.46727 -3.11974 -6.01617  -0.3736
Br1 4.89212 6.16489 -3.57639  -0.2445
C3 2.99786 0.85807 2.32878  -0.3780
C4 -2.58643 2.84935 1.78959  -1.6830
H6 -3.17715 -0.67305 -2.19666  0.1877
C5 -1.81648 1.31304 -4.38435  0.6923
C6 3.42420 2.12270 4.33500  -0.4575
C7 0.16966 -2.19874 3.37852  -0.4618
H7 5.49325 -5.39478 1.57107  0.3431
H8 -0.52637 2.74955 -5.42983  0.2368
C8 1.30901 -1.74074 -6.07562  -1.0282
H9 0.55482 5.05075 -1.37808  -0.1607
C9 -2.03468 -2.37746 4.35449  -0.5268
H10 5.64888 -3.66377 3.33524  0.3857
C10 4.80469 -3.67323 2.65535  -0.7570
H11 -6.09021 -0.05778 3.70957  0.3513
H12 1.19049 4.56339 2.86618  0.5870
C11 -3.05280 -0.95986 0.33086  -0.4788
H13 -1.04982 -4.05289 0.52548  0.4711
H14 -0.48018 -6.43631 -0.33195  0.4457
H15 -4.57763 0.65985 1.92861  0.1923
H16 -2.82288 0.08599 0.16214  -0.1834
H17 2.33220 6.21667 -5.00974  0.3733
As1 1.26793 -1.39377 1.96724  1.2073
C12 3.81341 -2.70660 2.77306  -0.3677
C13 -3.96177 -1.33389 1.30597  0.7822
H18 -3.74132 -3.47682 1.01565  0.3590
H19 -2.18168 -3.54344 6.14678  0.3859
S2 0.26101 -5.55206 -2.47147  -0.4784
C14 2.18159 -0.02562 3.04447  0.1884
H20 2.10093 2.35598 -1.94304  0.2743
N2 0.03603 2.51731 -3.45129  1.0272
C15 1.09109 -3.79254 -4.87477  -1.0441
C16 -3.13812 2.97861 0.37048  -0.9046
S3 -1.96612 3.40482 -0.94354  0.2461
C17 3.32498 3.95293 -2.68387  -0.2991
H21 4.23410 2.59786 2.39308  0.4525
C18 -3.73620 -0.59823 -4.28793  -0.9032
C19 4.00308 0.52371 -1.38211  -0.4059
C20 1.17170 4.52437 -4.36658  -0.2934
H22 -2.42487 -1.70440 -0.15142  -0.3716
N3 -2.07254 0.73382 -3.21317  0.3864
O1 3.01138 0.05754 -0.76029  -0.2332
C21 3.61661 1.92195 2.97268  -0.4758
C22 0.77162 -1.12322 -4.95780  0.0055
H23 1.59928 -1.16411 -6.94384  0.4295
H24 1.83247 -3.65564 0.19340  0.2041
H25 -3.96374 3.69508 0.37366  0.5987
H26 -1.73370 5.15638 0.66233  0.3867
H27 -1.60950 -1.31911 2.54004  0.0666
C23 4.71761 -4.64343 1.66471  -0.4538
C24 2.61192 1.25232 5.04932  -0.7092
H28 1.34422 -0.47385 4.97535  0.2958
C25 0.17806 5.13387 -0.35633  -0.4273
C26 -4.70795 -0.40058 2.11308  -0.1637
C27 -0.35170 -3.19050 -1.40890  0.0227
H29 0.44786 6.13235 -0.00008  0.5389
H30 -0.43749 3.02170 3.86408  0.6832
H31 -2.30708 3.82595 2.18570  0.5867
C28 3.64284 -4.63627 0.78583  -0.7205
O2 4.58611 1.60848 -1.19990  -0.7055
C29 3.35723 5.03601 -3.54230  -0.0665
H32 2.44920 1.40518 6.11030  0.3853
H33 -3.09208 -2.14477 4.31006  0.3239
H34 -0.39521 4.81841 2.16401  0.4996
H35 -5.28671 -4.15626 2.78932  0.3498
H36 -2.24532 1.49447 -6.47803  0.4324
C30 -3.00578 -0.20966 -3.16669  0.1173
C31 -1.52286 -3.16514 5.37376  -0.6192
C32 0.55194 -3.08698 -3.78299  -0.0431
C33 -5.56383 -0.79943 3.11773  -0.7411
C34 -4.24943 -2.71832 1.60142  -0.3671
H37 1.72703 -3.26097 4.42209  0.3266
H38 0.84666 2.16497 3.03924  -1.0826
C35 -1.34238 5.00088 -0.34202  -1.2283
C36 2.72630 -2.70232 1.90403  0.3151
C37 0.67445 -3.00228 4.39917  0.0084
H39 4.37903 -0.13703 -2.19681  0.3402
C38 -0.01882 2.80616 2.87693  0.4267
C39 -0.70055 2.28882 -4.44659  -0.9188
H40 0.64565 -0.04270 -4.95376  0.2435
C40 1.12491 3.41324 -3.52685  -1.0579
C41 2.65577 -3.66570 0.89929  -0.1922
H41 3.13041 0.73412 1.25566  0.0694
H42 -4.02641 -0.26513 -6.38973  0.3967
H43 4.14570 3.69396 -2.02786  0.5697
C42 2.28955 5.34431 -4.37159  -0.7608
C43 -2.49865 0.99601 -5.54968  -1.0430
C44 0.13955 -3.75158 -2.54985  0.4353
H44 -1.75316 5.80386 -0.96061  0.6123
C45 -1.19060 -1.90338 3.35372  0.3338
C46 2.18435 3.16284 -2.66124  0.3825
C47 -3.48161 0.01820 -5.49757  -0.4659
C48 -5.11610 -3.10252 2.59659  -0.6534
C49 1.99125 0.18387 4.40774  -0.2808
S4 -1.15637 1.74895 1.95287  0.4893
H45 0.23433 -4.11317 6.17819  0.3635
C50 -5.76813 -2.14961 3.38158  0.3164
H46 -3.39180 2.47152 2.42230  0.7222
C51 -0.16762 -3.48512 5.39103  -0.6700
H47 1.88948 -3.66250 -6.85469  0.3796
C52 -0.64293 -4.24093 -0.46454  -0.7859
C53 -0.35554 -5.50929 -0.87577  -0.4280
H48 -3.54801 2.02025 0.04587  0.3203
H49 3.89834 2.95855 4.83715  0.3403

Properties
E_tot: -9246.6556 hartree
Molar mass: 1211.4 g/mol
Relative energy (zero: lowest compared OMol25 entry of this formula, charge and spin): 3.9 kJ/mol
Gap between HOMO and LUMO: 3.7 eV
HOMO level: -0.0204 hartree
Net charge: -2